The following is a quantum chemistry calculation of C10H10MnN2O2S2 as an isolated structure in a non-equilibrium geometry, from OMol25.

Values from the calculation:
* spin multiplicity: 2
* highest occupied orbital energy (alpha / beta): -0.30242 / -0.30393 Ha
* max |F|: 0.071 hartree/bohr

Last column: natural (NBO) charge in e.
Positions of all 27 atoms, in Å:
1 Mn 0.0277 0.0251 0.1284  1.00
2 N -1.9959 0.0538 -0.8409  -0.85
3 C -2.3988 -1.0793 -1.7003  -0.21
4 C -1.1966 -1.7057 -2.4073  -0.53
5 C -0.2493 -2.4138 -1.3947  0.80
6 O -0.1572 -3.6181 -1.3702  -0.61
7 O 0.3693 -1.5803 -0.6323  -0.80
8 H -2.7748 0.3209 -0.2343  0.40
9 H -1.7907 0.8539 -1.4503  0.38
10 H -3.1206 -0.7429 -2.4593  0.19
11 H -2.8896 -1.8295 -1.0745  0.21
12 H -0.6125 -0.9371 -2.9233  0.21
13 H -1.5422 -2.4456 -3.1272  0.24
14 S 1.5154 0.2120 1.8138  -0.13
15 C 1.1874 1.8772 1.3063  -0.07
16 N -0.0030 1.9296 0.6004  -0.60
17 C -0.7527 3.0140 0.9362  0.20
18 C -2.0233 3.3492 0.4555  -0.25
19 C -2.6564 4.4763 0.9388  -0.20
20 C -2.0610 5.2875 1.8993  -0.22
21 C -0.8071 4.9757 2.3954  -0.19
22 C -0.1604 3.8548 1.9110  -0.25
23 S 1.3912 3.2558 2.4138  0.44
24 H -2.5169 2.7250 -0.2754  0.20
25 H -3.6417 4.7206 0.5709  0.22
26 H -2.5866 6.1540 2.2700  0.22
27 H -0.3331 5.5691 3.1593  0.22

The following is a quantum chemistry calculation of a 2-piece molecular cluster, C10H10N2 overall in a non-equilibrium geometry, from OMol25.

Values from the calculation:
* highest occupied orbital energy: -0.34279 Ha
* SMILES string: c1ccncc1.c1ccncc1
* max |F|: 0.132 hartree/bohr

Last column: natural (NBO) charge in e.
Positions of all 22 atoms, in Å:
1 C 4.1990 0.5868 -0.1014  -0.15
2 C 3.0607 1.3892 -0.0116  -0.28
3 C 1.7938 0.7336 0.2292  0.03
4 N 1.6299 -0.6813 0.1691  -0.43
5 C 2.7967 -1.2999 0.0972  0.05
6 C 4.0979 -0.8406 -0.0243  -0.27
7 H 5.2290 1.0301 -0.3156  0.21
8 H 3.1673 2.4050 -0.1846  0.22
9 H 0.9014 1.4180 0.0692  0.23
10 H 2.7649 -2.4404 0.2878  0.18
11 H 4.8935 -1.3813 -0.2783  0.21
12 C -4.1172 -0.8200 0.0036  -0.16
13 C -4.1504 0.6345 0.1271  -0.27
14 C -2.9422 1.3494 -0.0216  0.01
15 N -1.7126 0.8089 -0.1925  -0.42
16 C -1.8000 -0.4984 -0.1727  0.05
17 C -2.9078 -1.3741 -0.1047  -0.28
18 H -5.0161 -1.4510 0.0813  0.22
19 H -5.0868 1.2632 0.5904  0.23
20 H -2.9424 2.4197 0.0654  0.19
21 H -0.7708 -0.9386 -0.1037  0.22
22 H -2.7436 -2.3812 -0.1729  0.22

The following is a quantum chemistry calculation of a 2-piece molecular cluster, C10H10N2 overall in a non-equilibrium geometry, from OMol25.

Values from the calculation:
* highest occupied orbital energy: -0.34356 Ha
* SMILES string: c1ccncc1.c1ccncc1
* max |F|: 0.056 hartree/bohr

Last column: natural (NBO) charge in e.
Positions of all 22 atoms, in Å:
1 C -0.7242 1.5432 0.3072  -0.17
2 C 0.5838 1.4094 0.8157  -0.25
3 C 0.7201 0.6355 1.9872  0.04
4 N -0.2522 -0.0330 2.5146  -0.44
5 C -1.5168 0.0799 2.0243  0.02
6 C -1.7849 0.8514 0.8900  -0.27
7 H -0.8943 2.1935 -0.5327  0.22
8 H 1.4403 1.8943 0.4245  0.23
9 H 1.6509 0.5808 2.5630  0.19
10 H -2.2970 -0.5797 2.4904  0.20
11 H -2.8322 0.9683 0.5996  0.22
12 C -0.3913 -1.4174 -0.9423  -0.16
13 C -0.4705 -0.6346 -2.0798  -0.28
14 C 0.6957 0.0530 -2.3940  0.03
15 N 1.8819 -0.0530 -1.7308  -0.42
16 C 1.8583 -0.8753 -0.6841  0.04
17 C 0.7951 -1.6249 -0.2635  -0.27
18 H -1.3167 -1.9208 -0.5495  0.22
19 H -1.4131 -0.6197 -2.7056  0.23
20 H 0.6851 0.6689 -3.2995  0.19
21 H 2.7492 -1.0174 -0.1888  0.18
22 H 0.8329 -2.1024 0.7541  0.24

The following is a quantum chemistry calculation of one molecule with the formula C10H10N2O2 in a non-equilibrium geometry, from OMol25.

Values from the calculation:
* highest occupied orbital energy: -0.32216 Ha
* SMILES string: OC1(O)C=CC=N[C@H]1c1ccccn1
* max |F|: 0.091 hartree/bohr

Last column: natural (NBO) charge in e.
Positions of all 24 atoms, in Å:
1 O -1.3503 2.0473 0.7792  -0.71
2 C -1.4632 0.9090 -0.0309  0.48
3 O -1.1164 1.0213 -1.3237  -0.69
4 C -2.8681 0.4368 -0.1026  -0.12
5 C -3.2154 -0.8498 -0.1456  -0.28
6 C -2.2372 -1.9343 -0.0369  0.11
7 N -1.0012 -1.7369 0.2806  -0.41
8 C -0.5202 -0.3633 0.6556  -0.16
9 C 0.9071 -0.1534 0.3186  0.20
10 C 1.7372 -1.2255 0.1098  -0.25
11 C 3.1061 -0.9895 -0.2054  -0.15
12 C 3.5556 0.3651 -0.2770  -0.27
13 C 2.6221 1.2845 0.1484  0.05
14 N 1.3491 1.0609 0.3336  -0.50
15 H -0.5561 2.5245 0.5307  0.49
16 H -0.1845 1.2699 -1.2695  0.48
17 H -3.6796 1.0641 -0.3869  0.21
18 H -4.2166 -0.9693 -0.4155  0.21
19 H -2.6283 -2.9027 0.0120  0.19
20 H -0.5244 -0.1575 1.6676  0.23
21 H 1.1774 -2.1362 0.2991  0.26
22 H 3.8238 -1.6392 -0.6579  0.22
23 H 4.4632 0.7070 -0.6486  0.22
24 H 2.8200 2.3674 0.3654  0.19

The following is a quantum chemistry calculation of a 2-piece molecular cluster, C10H10N2O2 overall in a non-equilibrium geometry, from OMol25.

Values from the calculation:
* highest occupied orbital energy: -0.32944 Ha
* SMILES string: O=c1cc[nH]c(=O)[nH]1.c1ccccc1
* max |F|: 0.181 hartree/bohr

Last column: natural (NBO) charge in e.
Positions of all 24 atoms, in Å:
1 O 3.3463 2.3195 -0.2800  -0.60
2 C 3.2236 1.0742 -0.1397  0.63
3 C 3.4199 0.3135 -1.4405  -0.33
4 C 3.0844 -0.9770 -1.3975  0.05
5 N 2.6265 -1.6116 -0.1182  -0.67
6 C 2.1754 -0.8064 1.0026  0.80
7 O 1.3449 -1.2238 1.8675  -0.59
8 N 2.6822 0.5129 0.9524  -0.64
9 H 3.8680 0.8202 -2.1563  0.24
10 H 3.0561 -1.7215 -2.2822  0.23
11 H 2.5774 -2.7025 -0.1352  0.44
12 H 2.5892 1.0619 1.8706  0.45
13 C -3.2893 1.2349 0.4972  -0.21
14 C -4.5904 1.2537 0.0450  -0.21
15 C -5.0913 0.1055 -0.5032  -0.20
16 C -4.2345 -1.0926 -0.5158  -0.20
17 C -2.9479 -1.0974 -0.2236  -0.23
18 C -2.4945 0.1433 0.2930  -0.20
19 H -2.8438 2.1409 0.9823  0.22
20 H -5.0767 2.0243 0.1711  0.19
21 H -5.9509 0.1924 -1.3790  0.22
22 H -4.6398 -1.9093 -1.0828  0.20
23 H -2.3582 -1.9603 -0.7090  0.23
24 H -1.4428 0.0692 0.4757  0.21

The following is a quantum chemistry calculation of a 2-piece molecular cluster, C10H10N2O2 overall in a non-equilibrium geometry, from OMol25.

Values from the calculation:
* highest occupied orbital energy: -0.34859 Ha
* SMILES string: O=c1cc[nH]c(=O)[nH]1.c1ccccc1
* max |F|: 0.162 hartree/bohr

Last column: natural (NBO) charge in e.
Positions of all 24 atoms, in Å:
1 O 1.6825 0.7157 -3.0726  -0.55
2 C 0.6526 1.2173 -2.6959  0.65
3 C 0.5178 2.4247 -1.8043  -0.38
4 C -0.7129 3.0232 -1.7507  0.01
5 N -1.7667 2.5897 -2.6025  -0.59
6 C -1.7985 1.2565 -3.0327  0.78
7 O -2.9356 0.7634 -3.3312  -0.62
8 N -0.5888 0.5777 -2.9740  -0.66
9 H 1.3565 2.7905 -0.9701  0.26
10 H -0.7268 3.6982 -0.7895  0.25
11 H -2.5722 2.9587 -2.4606  0.40
12 H -0.4796 -0.5176 -3.1267  0.46
13 C 1.3138 -2.2630 1.3447  -0.21
14 C 0.1232 -2.8462 1.6307  -0.23
15 C -0.5769 -2.4394 2.7588  -0.21
16 C -0.0770 -1.3821 3.4801  -0.22
17 C 1.0867 -0.7485 3.1383  -0.21
18 C 1.8762 -1.2001 2.0448  -0.22
19 H 1.9893 -2.8879 0.6283  0.21
20 H -0.0527 -3.6586 0.9856  0.22
21 H -1.6588 -2.7759 2.8829  0.22
22 H -0.7709 -0.9023 4.2374  0.21
23 H 1.3527 0.1716 3.7166  0.21
24 H 2.7662 -0.5658 1.7627  0.23

Computed relative energy (zero: lowest compared OMol25 entry of this formula, charge and spin), in the same sequence as the records: 33.87, 73.07, 41.08, 87.67, 93.00, 69.75 kcal per mole.